Entry 1:
Computed, not measured: a structure of composition C30H45BrN2P2Pt, with ωB97M-V/def2-TZVPD.

LUMO level (spin up / spin down): -6.217 / -9.386 eV
<S²>: 2.005
multiplicity: 3
net charge: +2
HOMO (spin up / spin down): -12.28 / -12.27 eV

Positions of all 81 atoms, in Å:
N  -7.03537  5.61695  -5.47874
C  -6.64367  6.18105  -4.32424
C  -5.87907  5.52345  -3.35404
C  -5.47407  4.18455  -3.56354
C  -5.89017  3.59555  -4.78194
C  -6.65277  4.34235  -5.68324
C  -4.67427  3.50005  -2.54914
Pt  0.21153  -0.12415  1.43526
P  6.42383  -1.06495  0.37596
C  -3.46927  2.90005  -2.74584
C  -2.65027  2.21295  -1.75074
C  -1.53687  1.45175  -2.18004
C  -0.71597  0.77615  -1.26904
C  -0.96587  0.82905  0.12036
C  -2.08127  1.58895  0.55026
C  -2.90307  2.26245  -0.35754
Br  1.70263  -1.33035  3.10806
H  -5.11677  3.48955  -1.54494
H  -3.03617  2.91925  -3.75494
H  -5.59367  6.04465  -2.43314
H  -5.62307  2.56315  -5.02864
H  -6.95817  7.22145  -4.16154
H  -6.97707  3.88775  -6.62974
H  -1.31697  1.39585  -3.25364
H  -3.75627  2.83675  0.02046
H  0.13623  0.19965  -1.64804
H  -2.31167  1.65485  1.62026
P  -0.24417  -2.17145  0.41726
C  5.83413  0.71445  0.51036
C  6.88403  1.73705  0.05666
H  5.50583  0.92045  1.54856
H  4.93453  0.78955  -0.12934
H  6.70963  2.72015  0.52966
H  7.90673  1.41775  0.32766
H  6.85723  1.87375  -1.03874
C  5.55683  -1.48925  -1.23644
C  6.19613  -2.64835  -2.01184
H  5.59473  -0.56585  -1.84594
H  4.48683  -1.69675  -1.03594
H  5.90953  -2.61405  -3.07834
H  7.29853  -2.60795  -1.95364
H  5.87443  -3.62715  -1.61544
C  5.25523  -1.85105  1.62596
C  5.92223  -2.22345  2.95776
H  4.76123  -2.72995  1.16626
H  4.46083  -1.10385  1.81206
H  5.35653  -3.02035  3.47376
H  6.95413  -2.58725  2.81286
H  5.97223  -1.34905  3.63016
C  -0.18267  -3.55755  1.65546
C  -1.33427  -4.57035  1.69576
H  -0.11097  -3.03305  2.62466
H  0.79033  -4.05695  1.48686
H  -2.26327  -4.09565  2.05356
H  -1.53567  -5.03055  0.71476
H  -1.08757  -5.38185  2.40356
C  0.86813  -2.66015  -0.99044
C  0.30633  -2.65425  -2.41794
H  1.22303  -3.67245  -0.72744
H  1.75953  -2.01185  -0.90244
H  -0.17367  -3.61685  -2.66364
H  -0.43327  -1.85405  -2.58074
H  1.12853  -2.50355  -3.13984
C  -1.97357  -2.06935  -0.26004
C  -3.11407  -1.58235  0.64226
H  -2.18397  -3.09525  -0.61344
H  -1.87077  -1.45945  -1.17624
H  -3.86007  -1.00115  0.07346
H  -3.63677  -2.41155  1.14476
H  -2.70807  -0.91845  1.42646
C  -1.83197  1.11175  5.73256
C  -1.58317  2.05555  4.74486
C  -1.01577  1.65015  3.53446
N  -0.70467  0.33945  3.28636
C  -0.92597  -0.58355  4.28126
C  -1.49847  -0.21715  5.50256
H  -2.26997  1.41025  6.67616
H  -1.81417  3.09895  4.91706
H  -0.77897  2.41205  2.80426
H  -0.70317  -1.62385  4.14406
H  -1.68057  -0.96315  6.26556

---

Entry 2:
Computed, not measured: a cluster of 2 separate species, C3H11N in total, with ωB97M-V/def2-TZVPD.

LUMO level: 1.047 eV
structure (SMILES): CCN.C
net charge: 0
HOMO: -9.08 eV
energy relative to the best compared isomer or geometry (same formula, charge and spin): 1.6567 eV

Positions of all 15 atoms, in Å:
C  0.12916  -1.24665  -0.70544
C  -0.36399  -0.06533  -1.65421
N  0.77918  0.84752  -2.01433
H  1.20127  -1.11953  -0.34432
H  -0.37639  -2.06598  -1.13806
H  -0.48641  -1.30863  0.25193
H  -1.24298  0.45266  -1.18462
H  -0.85610  -0.56148  -2.51606
H  0.99657  1.69805  -1.50551
H  0.63504  1.00990  -3.04825
C  -0.09647  0.51678  2.84084
H  -0.42197  -0.48947  2.52947
H  0.32966  0.49025  3.85430
H  0.74656  0.61829  2.15216
H  -0.97315  1.22362  2.48210

---

Entry 3:
Computed, not measured: the molecule C3H7ClS, with ωB97M-V/def2-TZVPD.

LUMO level (spin up / spin down): -1.299 / -1.298 eV
structure (SMILES): C=S(=C)(C)Cl
net charge: 0
HOMO (spin up / spin down): -8.46 / -8.46 eV
energy relative to the best compared isomer or geometry (same formula, charge and spin): 5.0693 eV

Positions of all 12 atoms, in Å:
C  -0.21936  1.32101  -1.14806
S  -0.17674  -0.22307  -0.36668
C  -1.57941  -0.69250  0.36740
C  0.94715  0.17617  1.06096
Cl  1.25775  -1.91447  -1.23150
H  0.54621  1.95348  -0.76917
H  -0.49063  1.38130  -2.17110
H  -1.36629  -1.71972  0.73164
H  -2.37260  -0.70720  -0.40053
H  0.99255  1.27555  1.20270
H  0.53340  -0.46594  1.79597
H  1.92796  -0.38461  0.92837

---

Entry 4:
Computed, not measured: a structure of composition C29H26InN2S, with ωB97M-V/def2-TZVPD.

LUMO level: -3.774 eV
net charge: +1
HOMO: -11.21 eV

Positions of all 59 atoms, in Å:
In  0.07267  0.24945  0.27618
C  2.98110  0.11638  -4.79518
C  4.41587  0.03416  -4.26854
C  5.09090  -1.20567  -4.87571
C  5.17357  1.29217  -4.72173
C  4.46557  -0.06938  -2.74817
C  5.71328  -0.11470  -2.09650
C  5.83984  -0.21229  -0.72735
C  4.68048  -0.26287  0.03778
S  4.46618  -0.36177  1.76107
C  2.74819  -0.32484  1.54875
N  2.37031  -0.26126  0.30078
C  3.43001  -0.21859  -0.58312
C  3.32308  -0.12779  -1.97098
C  1.79305  -0.33824  2.65936
C  2.20885  -0.39816  3.98938
C  1.27176  -0.39119  5.00808
C  -0.08268  -0.32094  4.71481
C  -0.50533  -0.24815  3.39039
C  0.42836  -0.26161  2.37002
H  2.99857  0.24935  -5.87683
H  2.44687  0.96772  -4.36801
H  2.42664  -0.79996  -4.58192
H  5.06833  -1.14159  -5.96479
H  4.57570  -2.11915  -4.57368
H  6.13336  -1.28246  -4.56555
H  5.09949  1.39088  -5.80552
H  6.23162  1.23704  -4.46451
H  4.75274  2.19026  -4.26593
H  6.61785  -0.06446  -2.68825
H  6.81682  -0.24269  -0.26389
H  2.32903  -0.10616  -2.39855
H  3.26616  -0.44714  4.22401
H  1.60052  -0.43475  6.03754
H  -0.80969  -0.31919  5.51642
H  -1.56262  -0.17953  3.16530
N  -2.30639  0.09424  -0.15184
C  -3.16288  1.26656  -0.07356
C  -4.52129  1.01028  0.07985
C  -5.45985  2.01974  0.02354
C  -5.02463  3.30664  -0.24105
C  -3.67418  3.56400  -0.36691
C  -2.68315  2.57662  -0.22948
C  -1.25340  3.02283  -0.28941
C  -0.98907  4.38510  -0.06148
C  0.25919  4.95112  -0.24605
C  1.32604  4.17033  -0.65657
C  1.13057  2.80284  -0.77031
C  -0.12818  2.23117  -0.58326
H  -2.81292  -0.70291  0.21899
H  -2.16859  -0.10230  -1.14262
H  -4.84895  -0.01361  0.22667
H  -6.51150  1.79818  0.14119
H  -5.73484  4.11398  -0.35824
H  -3.38204  4.57448  -0.60302
H  -1.78163  5.02349  0.29944
H  0.39752  6.00764  -0.05810
H  2.30120  4.60139  -0.84095
H  1.97745  2.16983  -1.01208

---

Entry 5:
Computed, not measured: a cluster of 2 separate species, C2H4IPS in total, with ωB97M-V/def2-TZVPD.

LUMO level (spin up / spin down): -1.496 / -0.127 eV
net charge: 0
HOMO (spin up / spin down): -6.89 / -8.47 eV
energy relative to the best compared isomer or geometry (same formula, charge and spin): 3.3105 eV

Positions of all 9 atoms, in Å:
C  0.68212  1.07408  0.31091
C  -0.35851  0.93169  -0.71108
P  2.80012  -2.46207  3.44103
S  1.75435  0.41968  1.18863
I  1.23140  -1.15527  4.82390
H  -0.42574  -0.10289  -0.81725
H  0.02431  1.47549  -1.54563
H  -1.22936  1.64516  -0.52889
H  1.90833  -2.78766  2.51805

---

Entry 6:
Computed, not measured: a cluster of 2 separate species, HN2O2S in total, with ωB97M-V/def2-TZVPD.

LUMO level (spin up / spin down): -8.373 / -8.328 eV
net charge: +1
HOMO (spin up / spin down): -16.09 / -16.02 eV
energy relative to the best compared isomer or geometry (same formula, charge and spin): 4.3229 eV

Positions of all 6 atoms, in Å:
N  3.68436  0.22178  0.02472
N  4.77468  0.16948  0.18298
O  -0.30742  -0.65883  0.23471
O  2.55154  0.41545  -0.22955
S  0.91671  -1.35789  -0.21240
H  -1.09931  -0.30381  -0.48010